1.
C26H45AlBrFIO2 | wB97M-V/def2-TZVPD

Output
Orbital gap: 5.1 eV
Total charge: -1
LUMO: 0.07 eV

Atoms and positions in Å:
C  3.763  2.045  2.000
C  4.937  2.627  1.185
C  4.555  3.031  -0.244
C  4.598  1.914  -1.315
C  4.807  0.486  -0.809
C  4.545  -0.516  -1.926
C  4.728  -1.982  -1.526
C  4.071  -2.920  -2.537
C  2.537  -3.106  -2.421
C  1.837  -2.309  -1.324
C  0.337  -2.628  -1.214
C  -0.592  -1.399  -1.328
Al  -0.090  0.201  -0.189
C  1.195  -0.265  1.302
C  0.840  -1.496  2.116
F  0.665  -1.190  3.480
C  0.674  1.825  -1.189
C  0.517  1.948  -2.692
C  -0.932  1.903  -3.148
Br  1.554  0.588  -3.683
C  -1.813  0.818  0.758
I  -1.569  2.685  1.808
C  -3.084  0.864  -0.091
C  -4.393  0.754  0.715
H  3.958  1.036  2.357
H  3.566  2.660  2.878
H  2.846  2.038  1.414
H  5.779  1.938  1.186
H  5.286  3.528  1.693
H  3.545  3.442  -0.211
H  5.198  3.856  -0.552
H  5.382  2.142  -2.037
H  3.649  1.926  -1.856
H  4.184  0.276  0.061
H  5.851  0.367  -0.501
H  3.564  -0.347  -2.367
H  5.272  -0.310  -2.720
H  4.387  -2.161  -0.506
H  5.803  -2.190  -1.526
H  4.294  -2.505  -3.523
H  4.544  -3.903  -2.518
H  2.290  -4.159  -2.277
H  2.086  -2.825  -3.377
H  1.976  -1.244  -1.492
H  2.324  -2.531  -0.372
H  0.081  -3.361  -1.987
H  0.139  -3.122  -0.261
H  -1.590  -1.717  -0.994
H  -0.716  -1.153  -2.385
H  2.178  -0.424  0.847
H  1.303  0.579  1.985
H  -0.088  -1.982  1.804
H  1.629  -2.251  2.090
H  0.173  2.716  -0.796
H  1.732  1.937  -0.924
H  0.965  2.872  -3.059
H  -1.324  0.890  -3.188
H  -1.034  2.352  -4.137
H  -1.527  2.497  -2.453
H  -1.973  0.097  1.568
H  -3.040  0.030  -0.792
H  -3.097  1.804  -0.641
H  -4.229  1.211  1.694
H  -5.228  1.266  0.244
H  -4.641  -0.293  0.892
C  -9.016  -1.957  3.198
C  -8.814  -1.308  2.055
C  -8.054  -0.032  2.019
O  -7.874  0.564  0.982
C  -7.514  0.482  3.304
C  -7.715  -0.170  4.446
C  -8.486  -1.437  4.484
O  -8.678  -2.029  5.525
H  -9.568  -2.887  3.251
H  -9.188  -1.668  1.105
H  -6.948  1.403  3.247
H  -7.329  0.183  5.393



2.
C26H45AsNO9P2Si2Ta | wB97M-V/def2-TZVPD

Output
Orbital gap: 7.1 eV
Total charge: +2
Relative energy (zero: lowest compared OMol25 entry of this formula, charge and spin): 4.8 kcal/mol
LUMO: -5.77 eV

Atoms and positions in Å:
Ta  -0.667  -0.687  -0.333
C  0.366  -4.892  -1.688
C  0.233  -3.409  -1.777
O  -0.345  -2.825  -0.842
C  0.721  -2.675  -2.931
C  0.972  -3.317  -4.149
C  1.277  -2.576  -5.273
C  1.347  -1.190  -5.186
C  1.137  -0.533  -3.983
C  0.835  -1.278  -2.857
O  0.664  -0.651  -1.668
H  0.198  -5.209  -0.662
H  1.340  -5.228  -2.040
H  -0.395  -5.358  -2.319
H  0.901  -4.393  -4.218
H  1.457  -3.069  -6.217
H  1.578  -0.611  -6.071
H  1.220  0.542  -3.906
N  -4.968  0.766  -1.256
C  -4.324  -0.597  -1.076
C  -5.401  -1.671  -1.134
P  -3.154  -0.640  -2.548
O  -2.774  -2.170  -2.749
O  -3.934  -0.078  -3.660
O  -1.921  0.064  -1.988
P  -3.325  -0.654  0.449
O  -4.417  -0.847  1.553
O  -2.410  0.537  0.620
O  -2.346  -1.814  0.237
H  -5.188  0.846  -2.266
H  -4.311  1.519  -1.029
H  -5.813  0.878  -0.692
H  -5.882  -1.671  -2.114
H  -6.158  -1.526  -0.362
H  -4.947  -2.649  -0.975
H  -3.278  -2.582  -3.464
H  -4.101  -0.831  2.472
C  1.773  7.599  -0.594
C  1.446  6.162  -0.336
C  1.821  5.546  0.857
C  1.520  4.225  1.114
C  1.946  3.631  2.432
C  0.811  3.483  0.129
C  0.528  2.125  0.419
O  -0.123  1.348  -0.313
C  0.414  4.100  -1.093
C  -0.336  3.368  -2.168
C  0.746  5.422  -1.293
H  2.452  7.999  0.155
H  0.859  8.197  -0.581
H  2.223  7.721  -1.579
H  2.362  6.121  1.598
H  2.498  4.369  3.009
H  2.594  2.764  2.305
H  1.085  3.323  3.029
H  0.893  1.704  1.364
H  -1.285  2.978  -1.799
H  0.226  2.504  -2.526
H  -0.529  4.034  -3.006
H  0.459  5.903  -2.220
C  -0.379  -3.515  3.880
Si  -0.237  -1.661  3.790
C  -1.937  -0.876  3.831
C  0.882  -0.969  5.100
As  0.682  -1.116  1.682
Si  3.039  -1.428  1.549
C  3.370  -3.209  2.020
C  3.524  -1.094  -0.217
C  3.849  -0.204  2.709
H  -0.999  -3.797  4.736
H  0.595  -3.987  4.013
H  -0.841  -3.921  2.979
H  -2.289  -0.811  4.864
H  -2.628  -1.516  3.275
H  -1.915  0.135  3.412
H  0.523  -1.276  6.086
H  0.911  0.122  5.076
H  1.901  -1.342  4.992
H  2.471  -3.736  2.335
H  4.097  -3.269  2.832
H  3.785  -3.747  1.165
H  3.066  -1.806  -0.905
H  4.609  -1.195  -0.308
H  3.255  -0.085  -0.537
H  3.163  0.184  3.463
H  4.248  0.642  2.146
H  4.686  -0.672  3.231



3.
C26H45ClF3IrO3PS | wB97M-V/def2-TZVPD

Output
Orbital gap (alpha / beta): 4.9 / 5.9 eV
Total charge: -1
<S²>: 6.0272
2S+1: 5
LUMO (alpha / beta): 2.51 / 2.46 eV

Atoms and positions in Å:
Ir  -0.311  0.110  1.286
P  -0.213  0.362  -0.796
Cl  1.935  1.032  2.024
C  -0.806  1.597  4.409
H  0.028  2.198  4.045
H  -1.685  2.095  4.825
C  1.154  -0.660  -1.556
C  -0.080  2.155  -1.163
C  2.566  -0.115  -1.323
H  1.089  -1.622  -1.017
C  3.614  -1.114  -1.858
H  2.677  0.853  -1.847
H  2.746  0.083  -0.254
C  3.378  -1.451  -3.333
H  4.618  -0.702  -1.711
H  3.549  -2.035  -1.262
C  1.945  -1.939  -3.564
H  3.552  -0.552  -3.941
H  4.096  -2.205  -3.671
C  0.933  -0.922  -3.040
H  1.766  -2.122  -4.630
H  1.797  -2.897  -3.043
H  1.048  0.026  -3.590
H  -0.082  -1.278  -3.242
C  -1.807  -0.295  -1.468
C  0.306  2.493  -2.606
H  -1.130  2.465  -1.004
C  0.056  3.984  -2.857
H  1.373  2.270  -2.773
H  -0.252  1.895  -3.341
C  0.870  4.843  -1.883
H  0.307  4.235  -3.894
H  -1.015  4.199  -2.725
C  0.595  4.458  -0.429
H  1.938  4.701  -2.096
H  0.654  5.904  -2.041
C  0.789  2.948  -0.198
H  1.242  5.023  0.251
H  -0.442  4.711  -0.173
H  1.850  2.691  -0.360
H  0.568  2.690  0.851
C  -2.001  -1.820  -1.581
H  -2.528  0.057  -0.707
C  -3.454  -2.122  -1.960
H  -1.334  -2.238  -2.350
H  -1.753  -2.333  -0.648
C  -3.857  -1.418  -3.256
H  -3.601  -3.204  -2.048
H  -4.102  -1.772  -1.146
C  -3.588  0.089  -3.182
H  -3.282  -1.842  -4.090
H  -4.914  -1.600  -3.475
C  -2.144  0.371  -2.791
H  -3.814  0.573  -4.139
H  -4.247  0.541  -2.426
H  -1.476  -0.003  -3.584
H  -1.988  1.453  -2.728
C  -0.366  -1.833  1.313
C  -0.771  0.264  4.426
H  -0.065  -2.334  0.366
C  -1.792  -0.687  4.895
H  0.151  -0.232  4.144
C  -1.395  -2.175  4.781
H  -2.035  -0.451  5.951
H  -2.718  -0.511  4.326
C  -1.479  -2.697  3.349
H  -0.395  -2.317  5.202
H  -2.091  -2.754  5.407
C  -0.206  -2.692  2.545
H  -1.767  -3.753  3.388
H  -2.251  -2.170  2.792
H  0.600  -2.438  3.241
H  0.145  -3.678  2.228
F  3.704  -0.241  5.935
C  2.562  0.103  5.366
F  1.555  -0.051  6.220
F  2.608  1.343  4.932
S  2.530  -1.225  3.966
O  3.570  -1.101  3.024
O  2.167  -2.501  4.618
O  0.604  -0.713  2.695



4.
C26H45ClF3MnO3PS | wB97M-V/def2-TZVPD

Output
Orbital gap (alpha / beta): 5.9 / 7.4 eV
Total charge: -1
<S²>: 6.2663
2S+1: 5
LUMO (alpha / beta): 2.63 / 2.62 eV

Atoms and positions in Å:
Mn  0.457  -0.406  0.202
Cl  1.460  -2.069  -1.138
P  -1.813  -0.596  -1.170
C  1.252  -0.874  1.805
H  0.767  -0.524  2.724
H  1.840  -1.790  1.786
C  -2.771  0.907  -1.781
C  -2.952  -1.662  -0.133
C  -3.514  1.606  -0.645
H  -1.943  1.562  -2.115
C  -4.030  2.969  -1.121
H  -4.367  0.987  -0.323
H  -2.878  1.751  0.233
C  -4.902  2.854  -2.374
H  -4.587  3.437  -0.303
H  -3.161  3.610  -1.324
C  -4.263  1.994  -3.471
H  -5.871  2.419  -2.094
H  -5.106  3.853  -2.770
C  -3.717  0.661  -2.957
H  -4.987  1.794  -4.266
H  -3.433  2.552  -3.925
H  -4.546  0.018  -2.623
H  -3.211  0.130  -3.772
C  -1.337  -1.601  -2.682
C  -4.395  -1.739  -0.631
H  -2.473  -2.655  -0.229
C  -5.140  -2.830  0.142
H  -4.887  -0.769  -0.471
H  -4.444  -1.946  -1.709
C  -5.083  -2.627  1.662
H  -6.180  -2.855  -0.198
H  -4.692  -3.801  -0.111
C  -3.675  -2.322  2.186
H  -5.754  -1.803  1.939
H  -5.465  -3.525  2.158
C  -2.934  -1.273  1.353
H  -3.724  -1.980  3.226
H  -3.078  -3.243  2.180
H  -3.407  -0.287  1.475
H  -1.910  -1.159  1.740
C  -0.648  -0.723  -3.734
H  -0.556  -2.260  -2.261
C  -0.060  -1.599  -4.851
H  -1.370  -0.015  -4.167
H  0.155  -0.123  -3.278
C  -1.084  -2.575  -5.442
H  0.337  -0.954  -5.642
H  0.787  -2.162  -4.439
C  -1.842  -3.375  -4.376
H  -1.807  -2.013  -6.050
H  -0.578  -3.269  -6.121
C  -2.420  -2.502  -3.259
H  -2.655  -3.942  -4.839
H  -1.159  -4.105  -3.922
H  -3.246  -1.891  -3.654
H  -2.842  -3.147  -2.477
C  1.214  1.231  -0.344
C  1.982  0.380  0.994
H  0.102  1.628  -0.408
C  3.411  -0.049  0.685
H  1.907  1.309  1.548
C  4.189  0.931  -0.168
H  3.805  -0.114  1.720
H  3.403  -1.016  0.211
C  3.453  1.231  -1.476
H  4.387  1.887  0.354
H  5.185  0.537  -0.401
C  2.197  2.053  -1.077
H  4.036  1.825  -2.205
H  3.134  0.299  -1.958
H  2.527  2.959  -0.487
H  1.617  2.351  -1.995
F  -1.268  2.958  4.618
C  -0.902  1.854  3.915
F  0.293  1.413  4.399
F  -1.824  0.875  4.136
S  -0.786  2.192  2.088
O  -2.075  2.879  1.806
O  0.394  3.046  1.968
O  -0.714  0.862  1.498



| no. | calculated total energy (a.u.) | M (g/mol) |
| --- | --- | --- |
| 1 | -4382.21016 | 642.43 |
| 2 | -5304.10603 | 889.63 |
| 3 | -2846.78481 | 753.35 |
| 4 | -3893.76380 | 616.07 |